{
  "formula": "C60H102F18O39",
  "method": "ωB97M-V/def2-TZVPD",
  "elements": ["C", "C", "O", "C", "O", "O", "C", "H", "H", "H", "H", "H", "H", "H", "H", "C", "C", "O", "C", "O", "O", "C", "H", "H", "H", "H", "H", "H", "H", "H", "C", "C", "O", "C", "O", "O", "C", "H", "H", "H", "H", "H", "H", "H", "H", "C", "C", "O", "C", "O", "O", "C", "H", "H", "H", "H", "H", "H", "H", "H", "C", "C", "O", "C", "O", "O", "C", "H", "H", "H", "H", "H", "H", "H", "H", "C", "C", "O", "C", "O", "O", "C", "H", "H", "H", "H", "H", "H", "H", "H", "C", "C", "O", "C", "O", "O", "C", "H", "H", "H", "H", "H", "H", "H", "H", "C", "C", "O", "C", "O", "O", "C", "H", "H", "H", "H", "H", "H", "H", "H", "C", "C", "O", "C", "O", "O", "C", "H", "H", "H", "H", "H", "H", "H", "H", "C", "C", "O", "C", "O", "C", "F", "F", "F", "H", "H", "H", "H", "H", "C", "C", "O", "C", "O", "C", "F", "F", "F", "H", "H", "H", "H", "H", "C", "C", "O", "C", "O", "C", "F", "F", "F", "H", "H", "H", "H", "H", "C", "C", "O", "C", "O", "C", "F", "F", "F", "H", "H", "H", "H", "H", "C", "C", "O", "C", "O", "C", "F", "F", "F", "H", "H", "H", "H", "H", "C", "C", "O", "C", "O", "C", "F", "F", "F", "H", "H", "H", "H", "H"],
  "xyz": [[0.921, 9.890, -4.404], [1.307, 9.289, -3.036], [2.560, 8.508, -3.386], [3.079, 7.782, -2.363], [2.489, 7.369, -1.351], [4.317, 7.456, -2.747], [5.003, 6.380, -2.139], [0.756, 9.099, -5.136], [1.646, 10.533, -4.904], [-0.035, 10.413, -4.449], [0.556, 8.579, -2.691], [1.467, 10.049, -2.271], [6.028, 6.700, -1.952], [5.068, 5.526, -2.813], [4.716, 5.987, -1.164], [-1.153, 2.069, 4.236], [0.235, 2.637, 3.995], [0.461, 3.257, 2.711], [1.566, 4.059, 2.517], [2.383, 4.541, 3.301], [1.657, 4.352, 1.235], [2.893, 4.948, 0.681], [-1.273, 1.177, 3.621], [-1.997, 2.696, 3.951], [-1.273, 1.912, 5.308], [0.852, 1.745, 3.886], [0.618, 3.354, 4.721], [2.886, 6.005, 0.948], [2.652, 4.921, -0.382], [3.856, 4.466, 0.849], [4.944, 0.941, 4.859], [4.431, 2.362, 4.886], [5.533, 3.100, 5.509], [5.874, 4.359, 5.108], [5.234, 5.059, 4.293], [7.095, 4.647, 5.611], [7.505, 5.993, 5.335], [4.109, 0.273, 5.067], [5.799, 0.733, 5.503], [5.350, 0.659, 3.887], [3.486, 2.542, 5.398], [4.269, 2.692, 3.860], [6.928, 6.694, 5.938], [7.312, 6.172, 4.277], [8.561, 6.142, 5.556], [-1.086, 1.789, -5.529], [-0.788, 1.414, -4.059], [-0.038, 0.211, -4.027], [1.313, 0.132, -4.332], [1.977, 1.076, -4.734], [1.752, -1.088, -3.921], [3.178, -1.205, -3.730], [-1.256, 0.878, -6.102], [-0.171, 2.259, -5.891], [-1.945, 2.449, -5.655], [-1.698, 1.039, -3.592], [-0.438, 2.257, -3.465], [3.392, -1.977, -4.469], [3.254, -1.421, -2.664], [3.829, -0.368, -3.982], [-0.693, -0.782, 6.117], [0.822, -0.611, 6.312], [1.495, -1.674, 5.714], [2.196, -1.471, 4.594], [2.227, -0.530, 3.810], [2.921, -2.579, 4.294], [3.805, -2.636, 3.263], [-1.200, 0.084, 6.541], [-1.168, -1.571, 6.700], [-0.927, -1.061, 5.089], [1.036, -0.800, 7.364], [1.120, 0.416, 6.100], [4.288, -3.612, 3.209], [4.610, -1.904, 3.326], [3.236, -2.442, 2.354], [-3.845, -2.644, 3.016], [-4.293, -4.130, 3.083], [-5.218, -4.197, 4.190], [-5.825, -5.380, 4.653], [-5.858, -6.417, 4.040], [-6.479, -5.206, 5.840], [-7.089, -6.283, 6.490], [-3.230, -2.312, 3.853], [-4.626, -1.883, 3.013], [-3.269, -2.326, 2.147], [-3.466, -4.774, 3.381], [-4.789, -4.474, 2.175], [-7.745, -6.035, 7.326], [-6.387, -7.062, 6.784], [-7.845, -6.725, 5.841], [-7.107, 1.644, -0.049], [-5.870, 0.687, 0.103], [-4.853, 1.106, -0.767], [-4.001, 2.132, -0.634], [-3.099, 2.419, -1.391], [-4.208, 2.718, 0.557], [-3.352, 3.804, 1.025], [-7.929, 1.341, 0.599], [-7.514, 1.586, -1.059], [-6.927, 2.678, 0.247], [-6.265, -0.300, -0.137], [-5.527, 0.547, 1.128], [-3.495, 4.646, 0.348], [-2.289, 3.575, 1.089], [-3.541, 4.133, 2.047], [-8.004, -2.725, -2.276], [-7.244, -2.975, -3.633], [-5.970, -3.466, -3.484], [-5.693, -4.700, -3.023], [-6.500, -5.558, -2.799], [-4.363, -4.911, -3.183], [-3.803, -6.158, -2.883], [-8.714, -3.502, -1.992], [-8.525, -1.771, -2.203], [-7.263, -2.669, -1.478], [-7.161, -2.085, -4.256], [-7.859, -3.620, -4.260], [-4.491, -6.984, -2.701], [-3.353, -6.163, -1.890], [-3.234, -6.569, -3.717], [7.497, -2.640, -2.886], [6.851, -2.047, -4.100], [6.246, -0.765, -3.827], [6.968, 0.320, -3.661], [8.208, 0.413, -3.886], [6.175, 1.446, -3.296], [6.621, 2.830, -3.301], [6.831, -2.419, -2.052], [8.367, -2.088, -2.532], [7.715, -3.705, -2.962], [6.056, -2.735, -4.387], [7.577, -2.060, -4.913], [5.748, 3.383, -3.648], [7.527, 3.090, -3.849], [6.682, 3.181, -2.271], [0.056, 5.341, -6.073], [0.765, 5.468, -4.714], [-0.133, 5.951, -3.720], [-0.161, 5.353, -2.509], [0.438, 4.353, -2.198], [-1.036, 6.096, -1.372], [-1.509, 7.255, -1.796], [-2.102, 5.376, -1.078], [-0.420, 6.211, -0.217], [-0.323, 6.334, -6.317], [-0.768, 4.636, -5.958], [0.708, 4.915, -6.835], [1.669, 6.038, -4.929], [1.110, 4.446, -4.557], [-7.260, -7.968, 1.355], [-6.423, -8.144, 0.072], [-5.143, -7.607, 0.211], [-4.099, -8.366, 0.755], [-4.110, -9.562, 1.122], [-2.757, -7.562, 1.133], [-2.816, -7.568, 2.461], [-1.602, -8.190, 0.790], [-2.789, -6.306, 0.732], [-7.286, -6.937, 1.708], [-7.059, -8.586, 2.230], [-8.310, -8.163, 1.139], [-6.982, -7.814, -0.804], [-6.293, -9.221, -0.040], [-3.644, -2.654, -6.167], [-4.109, -1.765, -7.385], [-5.531, -1.939, -7.550], [-6.170, -1.008, -8.250], [-5.673, 0.056, -8.626], [-7.667, -1.230, -8.507], [-8.112, -2.290, -7.906], [-8.391, -0.259, -7.877], [-7.937, -1.344, -9.816], [-3.911, -3.711, -6.197], [-3.966, -2.242, -5.211], [-2.561, -2.712, -6.058], [-3.698, -1.954, -8.377], [-3.950, -0.700, -7.221], [1.335, -5.083, 7.991], [0.030, -4.492, 7.209], [0.379, -4.847, 5.857], [-0.490, -4.661, 4.843], [-1.678, -4.377, 5.033], [0.123, -5.001, 3.424], [0.018, -3.850, 2.740], [1.459, -5.255, 3.394], [-0.446, -6.023, 2.872], [1.260, -6.166, 7.903], [1.383, -4.752, 9.029], [2.266, -4.827, 7.484], [0.053, -3.404, 7.276], [-0.908, -4.917, 7.568], [2.027, 0.951, 0.469], [0.707, 1.171, -0.402], [0.268, -0.130, -0.760], [-0.679, -0.801, 0.057], [-1.115, -0.326, 1.086], [-0.906, -2.261, -0.391], [-0.156, -3.032, 0.330], [-2.172, -2.643, -0.256], [-0.496, -2.448, -1.665], [1.787, 0.625, 1.481], [2.541, 1.888, 0.684], [2.770, 0.247, 0.097], [1.005, 1.798, -1.243], [-0.048, 1.737, 0.144], [8.652, -0.343, -0.422], [7.428, 0.092, 0.303], [7.189, 1.513, 0.231], [7.501, 2.241, 1.307], [7.979, 1.692, 2.336], [6.959, 3.694, 1.281], [6.752, 4.202, -0.017], [5.757, 3.571, 1.883], [7.739, 4.580, 1.920], [8.752, -1.427, -0.370], [9.410, 0.231, 0.110], [8.727, -0.080, -1.478], [7.599, -0.346, 1.286], [6.529, -0.328, -0.149]],
  "lowdin_charge": [-0.0666, -0.1278, 0.0054, -0.5340, 0.0907, 0.0146, -0.0402, 0.0645, 0.0763, 0.0758, 0.0953, 0.1242, 0.0975, 0.0831, 0.0757, -0.0500, -0.1964, 0.0012, -0.5516, 0.0988, -0.0287, -0.0006, 0.0728, 0.0692, 0.0652, 0.1002, 0.1251, 0.0973, 0.0700, 0.0747, -0.0511, -0.1721, 0.0078, -0.5132, 0.0708, -0.0069, -0.0438, 0.0506, 0.0890, 0.0686, 0.1209, 0.0990, 0.0971, 0.0826, 0.0934, -0.0536, -0.2069, -0.0149, -0.5030, 0.1056, -0.0179, -0.0289, 0.0745, 0.0574, 0.0747, 0.1173, 0.1060, 0.0961, 0.1016, 0.0735, -0.0536, -0.2092, 0.0376, -0.5245, 0.0978, -0.0197, -0.0841, 0.0711, 0.0643, 0.0838, 0.1259, 0.1215, 0.1022, 0.0906, 0.1003, -0.0450, -0.1784, -0.0146, -0.4847, 0.1180, -0.0137, -0.0764, 0.0607, 0.0679, 0.0545, 0.0949, 0.1198, 0.0928, 0.0999, 0.0907, -0.0520, -0.2038, 0.0306, -0.5631, 0.1266, -0.0187, -0.0080, 0.0691, 0.0737, 0.0683, 0.1087, 0.1178, 0.0792, 0.0874, 0.0896, -0.0410, -0.2217, 0.0143, -0.5409, 0.1401, 0.0032, -0.0618, 0.0708, 0.0641, 0.0657, 0.1211, 0.1216, 0.0818, 0.0844, 0.1020, -0.0689, -0.1909, 0.0212, -0.4770, 0.0604, -0.0442, -0.0284, 0.0796, 0.0572, 0.0914, 0.1210, 0.1298, 0.0786, 0.1001, 0.0647, -0.0564, -0.2130, 0.0316, -0.3083, 0.1385, -0.5645, 0.1714, 0.1488, 0.1953, 0.0748, 0.0576, 0.0874, 0.1240, 0.1137, -0.0596, -0.2235, -0.0101, -0.2380, 0.1135, -0.5423, 0.1581, 0.1505, 0.1690, 0.0666, 0.0788, 0.0719, 0.1234, 0.1151, -0.0329, -0.1530, 0.0199, -0.3581, 0.1259, -0.5548, 0.1858, 0.1400, 0.1751, 0.0724, 0.0707, 0.0711, 0.1280, 0.1127, -0.0298, -0.1383, -0.0109, -0.3007, 0.1215, -0.5300, 0.1483, 0.1422, 0.2155, 0.0668, 0.0666, 0.0691, 0.0923, 0.1235, -0.0213, -0.1631, -0.0202, -0.2675, 0.1422, -0.5785, 0.1953, 0.1750, 0.1575, 0.0499, 0.0562, 0.0684, 0.1084, 0.1138, -0.0631, -0.2117, 0.0343, -0.3071, 0.0992, -0.4403, 0.0916, 0.1517, 0.1754, 0.0872, 0.0933, 0.0614, 0.1234, 0.1254],
  "spin_multiplicity": 1,
  "total_energy_ha": -7079.26161,
  "charge": 0
}

---

{
  "formula": "C12H25FN4OPS",
  "method": "ωB97M-V/def2-TZVPD",
  "elements": ["C", "C", "C", "F", "C", "C", "N", "P", "S", "C", "N", "C", "N", "H", "H", "H", "H", "H", "H", "H", "H", "H", "H", "H", "C", "N", "C", "C", "C", "C", "O", "H", "H", "H", "H", "H", "H", "H", "H", "H", "H", "H", "H", "H", "H"],
  "xyz": [[-0.152, -1.042, 0.239], [1.292, -1.752, -0.133], [1.893, -2.681, 1.120], [1.818, -1.969, 2.437], [3.408, -3.191, 0.727], [4.012, -4.048, 2.030], [4.626, -4.803, 2.917], [3.194, -4.467, -0.701], [4.220, -4.044, -2.306], [4.473, -1.987, 0.399], [4.321, -0.747, 1.252], [6.005, -2.597, 0.680], [7.277, -2.881, 0.866], [-0.497, -0.355, -0.671], [-0.056, -0.307, 1.163], [-1.006, -1.819, 0.505], [2.049, -0.923, -0.486], [1.097, -2.502, -1.015], [1.232, -3.664, 1.265], [1.815, -4.709, -1.066], [3.706, -5.761, -0.229], [4.361, -1.624, -0.732], [4.164, -0.959, 2.261], [3.567, -0.113, 0.866], [-4.126, 1.936, 0.380], [-3.340, 3.161, -0.088], [-2.940, 3.966, 1.148], [-4.225, 4.024, -0.970], [-2.039, 2.744, -0.825], [-2.257, 1.947, -2.123], [-2.953, 0.733, -1.870], [-4.873, 2.269, 1.108], [-4.647, 1.490, -0.470], [-3.433, 1.234, 0.850], [-3.850, 4.275, 1.672], [-2.375, 4.844, 0.822], [-2.327, 3.329, 1.792], [-4.571, 3.431, -1.820], [-3.641, 4.883, -1.312], [-5.084, 4.356, -0.379], [-1.462, 2.148, -0.109], [-1.490, 3.667, -1.045], [-1.283, 1.693, -2.555], [-2.813, 2.528, -2.863], [-3.089, 0.286, -2.731]],
  "nbo_charge": [-0.6342, -0.4555, 0.2081, -0.3863, -0.4352, 0.2190, -0.2393, 0.7925, -0.5321, -0.1137, -0.8184, 0.2243, -0.2637, 0.2071, 0.2194, 0.2322, 0.2194, 0.2336, 0.2118, 0.0090, 0.0487, 0.2889, 0.3931, 0.3704, -0.4083, -0.2077, -0.4041, -0.4131, -0.2288, -0.0928, -0.7340, 0.2251, 0.2546, 0.2368, 0.2366, 0.2323, 0.2360, 0.2353, 0.2326, 0.2390, 0.2347, 0.2374, 0.2099, 0.1825, 0.4967],
  "spin_multiplicity": 1,
  "total_energy_ha": -1605.38877,
  "charge": 1
}

---

{
  "formula": "C21H24N2O4",
  "method": "ωB97M-V/def2-TZVPD",
  "elements": ["O", "C", "N", "C", "C", "C", "C", "C", "C", "H", "H", "O", "C", "C", "H", "O", "H", "H", "H", "H", "H", "C", "N", "C", "C", "H", "H", "C", "C", "C", "C", "C", "C", "C", "H", "H", "H", "H", "H", "O", "H", "C", "C", "H", "H", "H", "H", "H", "H", "H", "H"],
  "xyz": [[0.896, 2.827, -0.204], [0.664, 1.765, 0.330], [1.543, 0.752, 0.521], [2.883, 0.653, 0.146], [3.543, -0.541, 0.414], [4.878, -0.701, 0.077], [5.574, 0.354, -0.520], [4.901, 1.535, -0.805], [3.568, 1.690, -0.483], [3.055, 2.609, -0.706], [5.451, 2.332, -1.280], [6.910, 0.262, -0.833], [7.552, -0.818, -0.197], [6.704, -2.083, -0.321], [7.193, -2.938, 0.148], [5.472, -1.910, 0.343], [6.529, -2.295, -1.385], [8.519, -0.939, -0.688], [7.705, -0.591, 0.868], [3.032, -1.366, 0.885], [1.130, -0.068, 0.955], [-0.711, 1.434, 0.921], [-0.944, 0.002, 0.941], [-1.888, -0.453, 1.944], [-3.343, -0.097, 1.619], [-3.448, 0.986, 1.567], [-3.991, -0.489, 2.403], [-3.740, -0.722, 0.276], [-5.153, -0.363, -0.172], [-5.654, -0.950, -1.332], [-6.930, -0.671, -1.784], [-7.738, 0.206, -1.081], [-7.254, 0.795, 0.073], [-5.976, 0.512, 0.524], [-5.633, 0.983, 1.431], [-7.876, 1.479, 0.631], [-8.735, 0.428, -1.431], [-7.293, -1.140, -2.687], [-5.042, -1.636, -1.905], [-3.637, -2.129, 0.455], [-3.988, -2.569, -0.326], [-2.736, -0.233, -0.792], [-1.297, -0.541, -0.361], [-0.596, -0.153, -1.104], [-1.176, -1.627, -0.299], [-2.874, 0.841, -0.934], [-2.930, -0.721, -1.748], [-1.606, -0.027, 2.910], [-1.802, -1.540, 2.005], [-1.459, 2.014, 0.364], [-0.707, 1.805, 1.950]],
  "nbo_charge": [-0.6142, 0.6780, -0.6154, 0.1500, -0.2920, 0.2939, 0.1797, -0.2182, -0.2484, 0.2556, 0.2264, -0.4842, -0.0954, -0.0968, 0.1998, -0.4985, 0.1784, 0.2002, 0.1775, 0.2163, 0.4265, -0.3195, -0.4661, -0.2127, -0.4316, 0.2063, 0.2259, 0.2303, -0.0476, -0.1645, -0.2208, -0.2135, -0.1994, -0.2066, 0.2141, 0.2136, 0.2151, 0.2132, 0.1883, -0.7261, 0.4717, -0.4420, -0.2270, 0.2090, 0.2082, 0.2134, 0.2125, 0.2000, 0.2132, 0.1999, 0.2235],
  "smiles": "O=C(CN1CCC(O)(c2ccccc2)CC1)Nc1ccc2c(c1)OCCO2",
  "spin_multiplicity": 1,
  "total_energy_ha": -1225.11047,
  "charge": 0,
  "e_above_lowest_ev": 2.385
}